Below is a molecular structure, C23H15N3S6Yb at a distorted geometry, with properties calculated with wB97M-V/def2-TZVPD.

Output
* gap between HOMO and LUMO (spin up / spin down): 7.086 / 7.086 eV
* lowest unoccupied orbital energy (spin up / spin down): 1.97 / 1.97 eV
* ΔE to the lowest compared entry with this formula, charge and spin: 0.00 kJ/mol
* spin multiplicity: 2
* total energy: -4597.79164 Ha
* charge: -1

Geometry as XYZ:
```
48
C23H15N3S6Yb (wB97M-V/def2-TZVPD)
Yb -0.91210 -1.52915 0.19180
S 0.23644 -3.80168 0.37600
C 1.97616 -3.55619 0.46424
C 2.81315 -4.50981 -0.06472
C 4.19659 -4.40137 -0.03881
C 4.76886 -3.29723 0.56122
C 3.95766 -2.29787 1.08954
C 2.58054 -2.43981 1.03717
S 1.51841 -1.17085 1.67089
C 2.05561 0.28553 0.73130
C 0.96772 1.31891 0.91310
C 1.22766 2.59275 1.35527
C 0.19001 3.49779 1.51546
C -1.08063 3.16050 1.04976
C -1.23159 1.86226 0.58642
C -2.58110 1.45860 -0.01918
S -2.33709 0.41792 -1.48299
C -0.95355 1.29889 -2.20283
C -1.08018 2.63203 -2.49958
C -0.00370 3.36396 -2.95314
C 1.24141 2.77665 -3.14846
C 1.34292 1.42968 -2.85235
C 0.27038 0.64406 -2.40214
S 0.56977 -1.05056 -2.00734
N -0.28079 0.95141 0.60448
H 2.31047 -5.28623 -0.67554
H 4.81743 -5.18018 -0.52501
H 5.87372 -3.16897 0.51610
H 4.48608 -1.49586 1.60212
H 2.19832 -0.04139 -0.30280
H 2.99618 0.65911 1.08569
H 2.25510 2.83003 1.66791
H 0.40483 4.50852 1.87645
H -1.91124 3.87911 0.96264
H -3.12539 2.36580 -0.29163
H -3.15346 0.90562 0.74141
H -2.00910 3.14351 -2.28235
H -0.09347 4.42857 -3.23535
H 2.07511 3.36937 -3.59478
H 2.30535 0.94489 -2.94838
S -3.36075 -2.55482 -0.06724
C -3.77820 -1.68224 1.33220
S -2.45108 -1.13903 2.34461
C -5.08137 -1.44343 1.67788
C -5.36992 -0.79960 2.93344
N -5.70120 -0.14673 3.85643
C -6.12731 -1.78184 0.79108
N -7.01267 -1.95063 0.06006
```

Here are the Löwdin charges for atoms 1 to 8, given in e: Yb 0.743; S 0.466; C -0.721; C -0.141; C -0.100; C -0.117; C -0.112; C -0.547